[1]
17
Properties=species:S:1:pos:R:3:forces:R:3:nbo_charge:R:1 method="wB97M-V/def2-TZVPD" relative_energy_kj_mol=1192.33 energy_ev=-21713.273 homo_energy_ev=-8.515 homo_lumo_gap_ev=3.596
O 1.9339 0.5688 -0.7471 -0.9079 -1.1452 0.2830 -0.66
C 1.3712 -0.6884 -0.3929 7.0833 -0.7232 -2.0806 0.28
O 1.6455 -1.7092 -1.1262 -0.4602 1.0045 0.4065 -0.51
C -0.1929 -0.9265 0.1863 -3.6702 1.0818 4.8122 0.06
C -0.1968 -0.2201 -1.0162 -2.1803 -0.2594 -2.7438 -0.16
S -3.4125 0.7087 -0.3396 0.7984 -0.1172 -0.6672 -0.40
N -0.7146 -0.2465 1.2975 0.0673 -3.0165 -1.3686 -0.67
H 1.8921 -0.8765 0.6113 -1.6009 0.2288 0.4970 0.36
H -0.1525 -1.9864 0.4469 -0.4548 -0.2016 -1.7276 0.29
H -0.1010 0.7958 -1.3340 -0.6246 0.7434 1.3042 0.31
H -0.2741 -0.7852 -1.9454 0.2751 -0.7312 0.3069 0.28
H -3.1978 0.2746 -1.5997 -0.3379 -0.0921 0.1825 0.10
H -0.1905 0.6428 1.4885 0.3204 1.8202 0.3124 0.44
H -1.7151 -0.3586 1.3695 -0.1948 -0.4878 0.2733 0.42
H 0.9715 2.2608 1.7570 0.0079 -0.0643 -0.0415 0.48
H 1.5195 1.1275 0.0215 0.4274 0.5821 0.4299 0.51
O 0.8139 1.4183 1.3228 1.4517 1.3776 -0.1786 -1.13

---

[2]
17
Properties=species:S:1:pos:R:3:forces:R:3:nbo_charge:R:1 method="wB97M-V/def2-TZVPD" relative_energy_kj_mol=630.53 energy_ev=-8320.798 homo_energy_ev="-6.821 / -6.821" homo_lumo_gap_ev="7.125 / 7.127"
C -0.2875 -0.6864 0.2186 0.0049 -4.4595 1.9176 -0.52
C -1.0951 2.0557 -0.6812 0.0287 -0.4150 -0.7865 -0.71
C -0.0733 -2.7247 0.4740 -0.7628 1.5609 -0.1481 -0.71
C 0.6751 -0.4063 1.2427 2.9521 -0.4288 -0.1717 0.33
C 0.0199 1.2376 -0.1116 0.3643 3.3466 -0.4219 0.22
N 1.7569 -0.2809 1.6989 -2.2682 0.0657 -0.4089 -0.43
N 1.2246 1.5269 -0.5343 0.9239 -2.2255 3.2682 -0.78
H 2.0052 1.0200 0.2911 -1.9445 1.7030 -3.3117 0.45
H 1.3839 2.0217 -1.4100 0.6331 0.1000 0.3985 0.38
H -1.3282 -0.6836 0.5004 -0.0115 0.3657 -0.2904 0.26
H 0.0320 -0.9160 -0.7912 0.0223 0.7793 0.0387 0.28
H -1.1058 3.0387 -0.2005 0.1293 -0.2422 0.2384 0.25
H -0.9634 2.2652 -1.7525 -0.1987 -0.0314 -0.1059 0.19
H -2.0588 1.5761 -0.5093 -0.0243 0.1117 -0.1112 0.22
H 0.9580 -2.9813 0.2538 -0.0449 0.0250 -0.0925 0.20
H -0.8104 -3.1528 -0.1999 0.1430 -0.1888 -0.0700 0.19
H -0.3334 -2.9098 1.5112 0.0533 -0.0666 0.0574 0.19

---

[3]
63
Properties=species:S:1:pos:R:3:forces:R:3:nbo_charge:R:1 method="wB97M-V/def2-TZVPD" smiles="CC(=O)Nc1ccc(N(C(=O)c2ccco2)[C@H](C(=O)NC2CCCCC2)c2ccccc2)cc1" relative_energy_kj_mol=183.90 energy_ev=-41131.502 homo_energy_ev=-8.175 homo_lumo_gap_ev=8.704
C 7.9805 1.6113 0.7270 0.0645 -0.2122 0.1283 -0.71
C 6.7100 0.8029 0.8988 0.3186 0.3811 -0.1561 0.69
O 6.6747 -0.2680 1.4558 -0.0252 -0.2675 0.1436 -0.59
N 5.6255 1.4295 0.3490 -0.0347 0.3898 -0.1965 -0.60
C 4.2946 1.0083 0.3013 -0.3563 -0.1697 -0.0259 0.15
C 3.8473 -0.1617 0.9118 0.1476 -0.0877 0.0571 -0.23
C 2.5179 -0.5208 0.8269 -0.1771 0.3580 -0.0455 -0.21
C 1.6141 0.2654 0.1196 0.6222 0.1791 0.1600 0.21
N 0.2545 -0.0958 0.0337 -0.2368 0.1842 0.0892 -0.46
C -0.1815 -1.3424 -0.2963 -0.0221 -0.3174 -0.1407 0.65
O -1.3472 -1.6758 -0.1769 0.1112 -0.1420 -0.0771 -0.60
C 0.8212 -2.2371 -0.9155 0.5584 0.4284 -0.7247 0.16
C 1.8337 -1.9984 -1.8120 -0.6479 -0.0510 0.4677 -0.25
C 2.3525 -3.2625 -2.1618 -0.2277 -0.4691 0.1668 -0.32
C 1.6187 -4.1725 -1.4599 0.6735 0.0622 -0.5755 0.11
O 0.6900 -3.5634 -0.7200 -0.5104 -0.0548 0.4232 -0.37
C -0.7296 0.8881 0.4650 -0.2524 -0.3190 0.2718 -0.17
C -1.6968 0.1950 1.4761 0.1362 0.5325 -0.1945 0.72
O -1.2546 -0.2430 2.5143 0.2180 -0.2098 0.2473 -0.63
N -2.9946 0.2514 1.1487 -0.5304 0.1485 -0.0886 -0.63
C -4.0171 -0.4524 1.8967 -0.0840 -0.1314 0.4393 -0.06
C -5.2123 0.4715 2.1458 0.1469 0.0585 -0.1104 -0.40
C -5.9645 0.7834 0.8542 -0.2054 -0.1815 0.2211 -0.40
C -6.4154 -0.5066 0.1761 0.1628 0.1590 -0.2416 -0.40
C -5.2178 -1.4039 -0.1202 -0.2076 -0.1467 0.2335 -0.40
C -4.4461 -1.7239 1.1575 0.2139 0.0845 -0.1186 -0.41
C -1.4320 1.5833 -0.6706 0.0505 0.2169 -0.1882 0.04
C -2.0910 2.7829 -0.4065 0.1042 -0.1105 -0.0445 -0.23
C -2.7805 3.4430 -1.4055 -0.0487 0.0798 0.0186 -0.21
C -2.8179 2.9171 -2.6873 -0.0316 0.0048 -0.0600 -0.20
C -2.1588 1.7315 -2.9601 -0.0419 0.0142 -0.0980 -0.21
C -1.4695 1.0665 -1.9594 0.0504 -0.0094 0.1367 -0.23
C 2.0539 1.4448 -0.4721 -0.0853 -0.2450 0.0624 -0.24
C 3.3815 1.8109 -0.3808 0.1533 -0.0616 0.0878 -0.24
H 8.8072 1.0743 1.1822 -0.0223 -0.0119 0.0011 0.24
H 7.8770 2.5819 1.2077 0.0111 0.0998 0.0045 0.23
H 8.1915 1.7620 -0.3298 0.0266 0.0547 -0.0800 0.23
H 5.7975 2.3178 -0.1019 0.0692 -0.1866 0.1249 0.39
H 4.5436 -0.7761 1.4568 0.0076 -0.0150 0.0123 0.26
H 2.1690 -1.4139 1.3211 -0.0229 -0.0874 0.0699 0.23
H 2.1593 -1.0463 -2.1785 0.0582 0.2281 0.0164 0.23
H 3.1571 -3.4635 -2.8386 0.1574 -0.1185 -0.1279 0.23
H 1.6681 -5.2421 -1.4057 -0.0821 -0.1328 0.0925 0.21
H -0.1904 1.6323 1.0640 -0.1192 -0.1827 -0.0918 0.24
H -3.2295 0.4780 0.1949 0.1907 0.0248 0.0476 0.40
H -3.5530 -0.7237 2.8507 -0.0843 0.0471 -0.1624 0.24
H -4.8631 1.3963 2.6092 0.0111 -0.0315 0.0905 0.21
H -5.8894 -0.0219 2.8455 -0.0609 -0.0139 0.0656 0.20
H -5.3217 1.3502 0.1760 0.0107 0.1043 -0.0728 0.19
H -6.8322 1.4071 1.0808 0.0546 0.0901 -0.0594 0.21
H -6.9466 -0.2746 -0.7498 -0.0815 -0.0391 0.0222 0.20
H -7.1079 -1.0355 0.8353 -0.0880 -0.0360 0.0188 0.19
H -4.5572 -0.9126 -0.8385 0.0449 -0.0001 -0.1286 0.19
H -5.5565 -2.3351 -0.5783 0.0795 0.0132 -0.0977 0.21
H -5.0733 -2.3198 1.8231 -0.0427 -0.0503 0.0482 0.20
H -3.5528 -2.2996 0.9128 -0.0199 -0.0772 0.0941 0.24
H -2.0631 3.1908 0.5938 -0.0113 0.0546 0.1226 0.22
H -3.2886 4.3702 -1.1854 -0.0383 0.0811 0.0193 0.22
H -3.3564 3.4313 -3.4691 -0.0434 0.0448 -0.0673 0.21
H -2.1803 1.3175 -3.9573 -0.0071 -0.0353 -0.0845 0.22
H -0.9623 0.1411 -2.1869 0.0328 -0.0712 -0.0252 0.22
H 1.3559 2.0688 -1.0108 -0.0731 0.0563 -0.0734 0.22
H 3.7154 2.7276 -0.8473 0.0359 0.0953 -0.0476 0.21

---

[4]
52
Properties=species:S:1:pos:R:3:forces:R:3:nbo_charge:R:1 method="wB97M-V/def2-TZVPD" smiles="C[C@H]1COC(=O)O1.C[C@H]1COC(=O)O1.C[C@H]1COC(=O)O1.C[C@H]1COC(=O)O1" relative_energy_kj_mol=110.00 energy_ev=-41551.227 homo_energy_ev=-10.873 homo_lumo_gap_ev=10.590
C 1.2436 -2.8181 0.9061 0.1331 -0.5174 -0.7411 -0.62
C 2.6683 -2.5714 0.4373 -0.1891 0.8363 1.5289 0.07
C 2.8328 -1.7260 -0.8112 -0.4438 -0.9255 -0.4527 -0.09
O 3.8344 -0.8060 -0.4878 0.4529 0.5316 -0.8988 -0.50
C 3.9702 -0.7077 0.8455 -0.3884 0.0364 0.7397 0.97
O 4.5458 0.1546 1.4132 0.2867 -0.0233 -0.0692 -0.54
O 3.3002 -1.7169 1.4398 -0.0769 -0.4557 -0.1169 -0.50
H 0.6609 -3.1762 0.0505 -0.0585 -0.0662 0.0772 0.21
H 0.7657 -1.9174 1.2849 0.1785 0.0879 0.0823 0.22
H 1.2486 -3.6089 1.6527 -0.1824 0.1645 0.1760 0.23
H 3.2253 -3.5081 0.4360 0.0852 0.0475 -0.3139 0.19
H 1.9098 -1.2046 -1.0863 -0.0066 0.0472 0.1230 0.17
H 3.1290 -2.3584 -1.6492 0.1529 0.2684 -0.1075 0.20
C 2.5549 1.4567 -2.9428 0.6511 -0.4913 0.4986 -0.65
C 3.1744 2.8458 -2.7579 -0.6446 -0.5582 0.4115 0.07
C 2.4973 3.7626 -1.7193 0.2734 0.0320 -0.4257 -0.09
O 3.5564 4.0619 -0.8080 -1.1443 0.7381 0.2175 -0.49
C 4.6602 3.3715 -1.0860 0.3557 -0.3434 -0.5125 0.98
O 5.6745 3.4503 -0.4802 -0.0028 -0.1816 -0.1446 -0.55
O 4.4421 2.5952 -2.1882 1.0528 0.1473 0.4728 -0.50
H 1.4888 1.3545 -3.1426 0.1003 0.4395 -0.5083 0.21
H 2.7292 0.8831 -2.0256 -0.1150 0.4839 0.3437 0.23
H 3.1961 0.8791 -3.6113 -0.4408 0.1876 -0.5953 0.23
H 3.3559 3.4215 -3.6698 -0.2848 -0.3654 -0.1668 0.19
H 1.6532 3.3448 -1.1760 0.1205 -0.3354 0.0693 0.18
H 2.1432 4.6535 -2.2361 0.1357 0.2917 0.3503 0.19
C -5.6222 -2.8991 -0.6686 0.4035 -1.1770 0.6939 -0.64
C -4.5039 -2.6008 0.3102 -0.2233 0.2493 0.2395 0.07
C -4.1584 -1.1281 0.4613 1.0044 0.2332 -0.2638 -0.10
O -4.8220 -0.6917 1.6449 -0.2820 0.0021 -0.5596 -0.49
C -5.3340 -1.7846 2.2421 -1.2936 -0.2543 0.8759 0.96
O -6.1367 -1.7819 3.1249 0.6622 0.3632 -0.0503 -0.56
O -4.8844 -2.9115 1.6714 0.3461 -0.5574 -0.8931 -0.49
H -5.1667 -2.8426 -1.6570 -0.6133 0.5951 -0.2490 0.22
H -6.5397 -2.3596 -0.4444 0.1321 0.4561 -0.5131 0.23
H -5.8813 -3.9569 -0.5566 0.0214 0.0299 0.0599 0.23
H -3.6314 -3.1732 -0.0011 0.0649 -0.1354 0.4584 0.20
H -4.4294 -0.5435 -0.4179 -0.3280 0.1424 0.2165 0.20
H -3.0888 -0.9938 0.6298 0.0146 -0.0770 -0.0623 0.18
C -2.4070 1.7904 1.0835 0.1934 -0.2588 0.6684 -0.64
C -1.1287 1.0088 1.3937 -1.3319 -0.3617 -1.3134 0.08
C 0.0463 1.2945 0.4543 -0.7367 0.1947 0.0118 -0.09
O 1.1400 1.1234 1.3228 1.2402 -0.2496 -0.7695 -0.50
C 0.7626 1.1442 2.6064 -0.8884 1.0415 0.2453 0.97
O 1.4708 1.1712 3.5425 0.4919 -0.3525 0.4213 -0.53
O -0.5979 1.2747 2.6691 0.0495 -0.2759 0.1302 -0.49
H -3.1433 1.7137 1.8864 0.3757 0.1338 0.3482 0.25
H -2.9573 1.3074 0.2770 0.4251 0.3608 -0.5311 0.21
H -2.1591 2.8351 0.9085 -0.3032 0.0571 -0.2193 0.22
H -1.4038 -0.0486 1.2855 0.3194 -0.1227 0.4990 0.16
H -0.0260 2.3104 0.0468 0.3255 0.0795 0.3134 0.18
H 0.1417 0.6265 -0.4032 -0.0704 -0.1929 0.2055 0.19

---

[5]
17
Properties=species:S:1:pos:R:3:forces:R:3:nbo_charge:R:1 method="wB97M-V/def2-TZVPD" smiles=CO[C@H]1CO[C@H]1C relative_energy_kj_mol=243.60 energy_ev=-9440.518 homo_energy_ev=-9.637 homo_lumo_gap_ev=10.638
C 2.1092 1.0491 -0.2545 0.3091 0.0656 -0.0127 -0.25
O 0.7097 0.9403 -0.1952 -0.1126 0.0584 -0.0054 -0.52
C 0.2720 -0.3644 -0.4141 -0.0730 -0.1623 -0.1448 0.06
C 0.2566 -1.3473 0.7640 0.2521 -0.0875 0.1980 -0.10
O -1.1326 -1.6326 0.5364 -0.0780 -0.1815 0.1194 -0.53
C -1.2550 -0.5415 -0.4008 -0.1195 0.1880 -0.2392 0.09
C -2.0498 0.6331 0.1464 0.0232 -0.0700 -0.0421 -0.64
H 2.5949 0.5269 0.5819 -0.0542 0.0523 -0.0793 0.17
H 2.4947 0.6317 -1.1962 -0.0152 0.0655 0.0947 0.17
H 2.3584 2.1106 -0.2063 -0.0097 -0.1340 0.0227 0.20
H 0.7448 -0.7819 -1.3155 -0.0598 0.0596 0.1192 0.17
H 0.4185 -0.8571 1.7339 0.0002 -0.0283 -0.1240 0.17
H 0.8859 -2.2436 0.6956 -0.1511 0.1428 -0.0074 0.18
H -1.6752 -0.9120 -1.3441 0.0474 0.1459 0.1160 0.18
H -3.1167 0.5079 -0.0417 0.0374 -0.0603 0.0554 0.21
H -1.8919 0.7123 1.2228 0.0232 0.0329 -0.0392 0.22
H -1.7238 1.5687 -0.3124 -0.0193 -0.0871 -0.0312 0.23

---

[6]
6
Properties=species:S:1:pos:R:3:forces:R:3:nbo_charge:R:1 method="wB97M-V/def2-TZVPD" charge=-1 relative_energy_kj_mol=0.69 energy_ev=-90309.176 homo_energy_ev=-4.791 homo_lumo_gap_ev=7.972
N 2.3703 -1.7143 -1.7017 -0.6567 1.8708 -2.7106 0.41
N 2.6587 -2.3967 -0.8729 -0.1094 0.1399 -0.0063 -0.04
O 2.0799 -0.9787 -2.6577 0.7586 -2.0047 2.7179 -0.37
F -2.4506 -0.0876 2.7122 0.1198 0.0233 0.3757 -0.64
Cl -2.3308 1.6280 1.9256 -0.2155 -0.7067 -0.2573 0.05
Br -2.3273 3.5493 0.5945 0.1032 0.6775 -0.1195 -0.42